C2H3NO3P | the ωB97M-V functional and the def2-TZVPD basis

The LUMO energy comes out at 3.65 eV. The net charge is -1. The strongest force on any atom is 3.24 eV/Å. Its SMILES is [H]/N=C(\PO)C(=O)[O-]. The value obtained for the HOMO-LUMO gap is 7.773 eV. The HOMO energy is -0.152 Eh.

CARTESIAN COORDINATES (ANGSTROEM)
C: -1.459637 0.270603 -0.534034
C: -2.841162 -0.162715 -0.047392
N: -1.053719 1.457212 -0.428598
O: -3.755666 0.660549 0.085649
O: -2.824902 -1.400455 0.084893
O: 1.139870 -0.748505 -0.627376
P: -0.402870 -1.509191 -0.214313
H: -0.109140 1.678525 -0.449931
H: 1.774177 -1.410391 -0.989183
H: -0.158134 -0.981356 1.011819

Atomic forces in eV per Å
C 1.9 -0.5 1.7
C -1.0 1.2 -1.5
N -2.7 -0.6 -0.3
O 0.3 -0.4 0.2
O 0.1 -1.5 0.9
O 0.7 -1.2 -0.6
P -0.3 2.5 -2.1
H 2.4 -0.2 -0.4
H -0.9 0.8 0.4
H -0.6 0.0 1.7